C6H13NO | wB97M-V/def2-TZVPD

Properties
* molecular weight: 115.18 g mol⁻¹
* Kohn-Sham gap: 8.66 eV
* SMILES: CC(=O)N(C)C.C=C
* highest occupied orbital energy: -7.8 eV
* largest force on an atom: 0.06992 hartree/bohr
* relative energy (zero: lowest compared OMol25 entry of this formula, charge and spin): 317.85 kJ/mol
* LUMO energy: 0.85 eV

XYZ file:
```
21
Properties=species:S:1:pos:R:3:mulliken_charge:R:1
O 1.814 -1.565 0.571 -0.559
N 0.412 0.291 0.250 0.242
C 1.123 -1.154 -1.687 -1.233
C 0.348 1.456 -0.634 -1.081
C 0.718 0.654 1.636 -1.197
C 1.109 -0.939 -0.191 0.725
C -2.466 0.028 0.795 -0.705
C -1.511 -0.724 0.203 -0.316
H -2.339 0.450 1.781 0.253
H -0.841 -1.559 0.642 0.222
H 1.649 1.216 1.699 0.407
H 1.387 -2.192 -1.871 0.357
H -3.377 0.245 0.257 0.248
H -0.442 1.311 -1.373 0.375
H 1.289 1.631 -1.153 0.334
H -1.707 -1.055 -0.810 0.254
H 0.085 2.356 -0.082 0.353
H 0.809 -0.258 2.221 0.336
H 1.872 -0.507 -2.146 0.291
H -0.095 1.255 2.042 0.380
H 0.163 -0.939 -2.149 0.314
```